No. 1
# C30H80O10

A cluster of 10 separate species, C30H80O10 in total at a distorted geometry (ωB97M-V/def2-TZVPD, the OMol25 dataset).

```
120
Properties=species:S:1:pos:R:3:forces:R:3:lowdin_charge:R:1
H -0.5975 4.6060 3.2296 -0.0381 -0.9365 0.0411 0.0947
O -1.3710 -0.8948 -0.4720 0.4413 -0.9200 -0.0363 -0.0897
H -3.0925 -5.0350 2.8541 -0.3257 0.3754 0.4668 0.0689
C 4.8206 -0.1358 3.9328 0.3771 -0.9024 -1.3486 -0.0453
H -1.5805 -4.8726 -4.5674 -0.0595 -0.1242 0.8561 0.0927
C 1.8091 -0.6804 -3.6088 -0.8237 0.3803 0.5650 -0.4157
H -0.7200 7.4192 -1.3181 0.7455 -0.4317 -0.0764 0.0993
C -1.0941 -6.2448 0.3789 -1.7501 -0.3823 -1.0317 -0.0562
C -1.0176 -3.5486 -2.9167 -0.3531 -1.8649 0.2952 -0.4325
H 3.9012 -0.6843 -3.4863 0.2683 0.3216 0.6944 0.0822
H 3.0488 -1.0506 -1.9084 0.3254 0.3109 0.8629 0.0557
O 1.6936 0.7837 -3.2988 -0.7257 -1.6323 -0.5097 -0.1030
H 1.9342 4.0099 2.4962 -0.3479 0.7121 -0.1518 0.0606
C -2.4387 -3.0887 -2.8281 -1.1744 0.4030 0.0710 -0.0585
O 4.1075 -1.2335 1.9033 -0.2864 0.3017 -0.2287 -0.0379
H 4.4739 0.4658 4.7250 -0.1848 1.2087 0.8186 0.0655
O -1.1709 0.7540 -2.9722 -0.5157 -0.3626 0.0584 -0.0804
C -5.0584 -2.5847 0.9439 -0.2123 1.5820 -0.7297 -0.0520
H 2.2413 1.7424 -1.7122 -0.1264 -0.3957 -0.4990 0.0411
C -0.4893 -0.0984 0.3658 -1.0868 0.1072 0.5028 -0.4133
C 3.6590 -0.5060 3.0242 -1.1811 1.2152 0.8274 -0.5175
H -2.2471 2.7470 -1.4359 0.2737 0.1730 0.3182 0.0679
H -3.1965 2.3747 -5.0901 0.0884 -0.0408 0.0745 0.0734
H 1.5415 6.0376 0.1820 1.0551 -0.0823 0.5528 0.1213
C 3.0945 -1.2024 -2.9583 -0.1625 0.5857 -2.2697 -0.0400
H 4.9334 0.6667 -1.0098 -0.1506 -0.1815 -0.0045 0.0727
C 0.3482 7.1516 -1.1359 0.1114 0.8981 -0.0069 -0.0703
C -3.0371 1.4318 -4.5460 0.1314 1.1659 0.0882 -0.0413
H 3.1680 -2.0567 4.3501 -0.1105 -0.5308 0.2851 0.0715
C 2.5988 -1.2943 3.8325 0.7193 -0.3268 -0.9729 -0.0380
H 3.4204 2.7227 1.5167 0.0689 0.5218 -0.4365 0.0532
H 5.1407 -1.0579 4.4109 0.3760 -0.2495 0.0120 0.0737
H -5.8852 -1.9669 0.5283 0.1682 -0.7587 0.2606 0.0954
H 0.2474 -4.2051 -1.4108 0.8873 -0.6194 -0.5260 0.0879
H 4.3254 -2.0843 2.2613 0.3732 -0.9342 -0.0525 0.0770
H 5.6632 0.2700 3.3410 -0.4777 0.0985 0.5374 0.0926
H 1.3801 -0.2335 1.4060 0.5996 0.6950 0.5471 0.0508
C -2.2576 -5.5547 2.4340 -0.3493 -1.7094 0.2953 -0.0565
O -0.5090 -3.6616 -1.5626 -1.1417 1.2297 -0.0203 -0.0787
H -2.2455 0.7526 1.3785 -1.0806 0.8297 -0.6772 0.0516
H 1.9277 -1.8117 -5.4573 0.8117 -1.5302 -0.5931 0.0519
H -4.0450 -0.7503 1.4965 0.5325 -0.6087 -0.0754 0.1212
H -2.0748 -6.5272 2.9886 -0.4327 0.9187 -0.8678 0.1132
H 3.1600 0.4003 2.6251 0.4803 -0.3388 0.0712 0.1025
C -2.8406 2.2272 -2.1670 -1.8465 -0.3583 0.9684 -0.0604
H -0.2870 -5.6298 0.7495 0.3871 0.3425 -0.5498 0.0864
H 0.0581 3.9315 0.1071 -0.1057 0.4701 0.2303 0.0655
H 0.6414 3.6078 5.2556 0.2249 -0.0752 -0.3919 0.1409
C -1.3031 0.3469 1.6124 1.5431 -0.5950 0.3866 -0.0233
C 1.9755 4.1873 3.5738 -1.3062 0.6198 0.3644 -0.0560
H 0.8834 8.0801 -0.8913 -0.1902 -0.0087 0.0661 0.0778
H 5.8124 2.1378 -1.3041 0.0828 0.2682 0.2903 0.0717
C 0.7503 -0.8341 0.8045 -0.9193 -1.1929 -0.5174 -0.0350
H -2.8974 -3.0422 1.6898 -0.1508 0.5684 0.6271 0.0511
H -1.4090 -5.6817 -2.9115 0.5372 0.3007 -0.8853 0.0845
H -0.2550 0.7435 -0.2726 0.3404 0.4606 0.0841 0.1160
C 0.8566 3.3377 4.2084 0.6978 0.2594 -0.4991 -0.4468
H -2.5914 0.7776 -5.2949 -0.0252 -0.3257 0.3537 0.0689
H -1.5463 -0.5129 2.2407 0.2382 -0.2285 -0.0995 0.0748
H -3.3745 1.3754 -1.6764 0.7602 0.1984 -0.2268 0.1083
H 5.0952 3.0256 0.9650 0.3504 0.0863 -0.0188 0.0815
C -0.9836 -4.9374 -3.6277 -0.9695 1.1030 -0.0078 -0.0331
H -5.8056 -2.1639 3.4641 0.1486 -0.3933 0.1246 0.0731
O 2.4413 1.8873 -0.7839 0.6004 0.4083 0.6612 -0.0485
H -1.4107 2.5676 -3.6927 -0.0502 0.4729 -0.2224 0.1310
H 1.5295 1.8319 3.3089 0.2427 -0.5896 -0.5629 0.0466
H 4.7477 1.5756 -2.5328 -0.4816 0.0797 0.5506 0.0770
C -2.0865 1.7931 -3.3540 0.2697 -0.9926 -1.1580 -0.4622
H 0.4146 4.5883 -1.4641 0.1924 -0.0750 0.0676 0.0741
H 3.3180 -2.2373 -3.1935 -0.5117 -0.4153 0.0747 0.0746
C 4.2005 2.4538 0.7916 -1.6897 -1.0868 -0.2243 -0.0444
H -0.7531 1.0571 2.2583 -0.1517 -0.3314 -0.4959 0.0578
H -0.0076 -5.1368 -4.0283 0.7454 -0.5743 0.4498 0.0641
C -0.4074 3.5086 3.3499 0.9289 1.1548 0.3659 -0.0547
H -1.3202 -6.2913 -0.7112 1.1564 0.2294 0.5104 0.0818
H -1.1224 4.9936 -0.7890 0.2299 -0.2096 0.4568 0.0850
H 2.0058 -0.7673 4.5652 0.0818 0.5744 0.0575 0.0773
H -0.3197 7.4879 1.1614 0.2186 -1.1224 0.0044 0.1105
H 0.4103 -1.6896 1.3940 0.0505 -0.0263 0.2475 0.0872
H 1.9293 -1.7647 3.1174 -0.1500 -0.1340 0.0976 0.0576
H -5.3666 -3.4333 1.4962 -0.9197 -1.0017 0.3623 0.0682
H 2.1342 -0.0403 -5.6097 0.1245 -0.3158 -0.2920 0.0866
C -0.0659 4.8281 -0.5113 -0.2079 -0.2527 -0.8572 -0.0600
H -4.4496 -2.9568 0.1182 0.1399 0.3359 0.0867 0.0591
H 1.3412 -1.2594 0.0026 0.1303 0.2246 -0.4440 0.0784
H -0.2782 3.0754 2.3651 0.2337 0.0550 -0.2648 0.0483
O -2.4982 -4.3060 0.3769 0.1913 -0.8326 0.4024 -0.1225
H 0.7226 0.9680 -3.3729 0.7698 -0.2029 0.2784 0.0670
H -1.5318 0.3269 -2.1703 0.4246 -0.2335 -0.2519 0.0566
H 3.7779 3.4985 -0.9976 -0.4201 0.1529 -0.4798 0.1235
H -1.2292 3.0201 3.8035 -1.0324 -0.3792 0.4933 0.0624
H -2.6495 -2.1701 -2.2393 0.4480 -0.7242 -0.0338 0.0862
C 1.6218 -0.8723 -5.1229 -0.1100 1.9267 1.3095 -0.0425
H -1.0587 -1.8301 -0.5434 -0.1310 1.0572 0.1445 0.0663
H -1.3630 -5.0061 2.4929 1.0829 1.1086 0.9138 0.0644
C -5.1887 -1.3371 3.1170 -0.2168 -0.3017 0.6283 -0.0643
C 3.7362 2.4541 -0.6842 1.3408 0.1124 0.5748 -0.4609
H 2.9497 3.8475 3.8050 1.0108 -0.3601 0.9527 0.0562
H -3.1349 -3.9012 -2.5564 0.3584 0.3209 0.3041 0.0948
H -4.0705 1.1599 -4.2733 0.6150 -0.5238 0.2024 0.0775
O -0.2269 6.5078 1.1188 -0.6054 1.6176 1.3104 -0.0468
C 4.8421 1.6646 -1.4316 -0.2593 0.1292 -0.7258 -0.0598
H -5.9239 -0.5771 2.8435 0.3621 0.3029 0.0264 0.0790
H -1.7884 -4.1217 -0.2846 -0.4679 -0.4198 0.5170 0.0479
H 1.8501 5.2382 3.9045 0.1961 -0.3904 -0.7921 0.0941
H -3.3025 -6.1957 0.6117 0.4363 -0.1147 0.1105 0.1434
H -4.5386 -1.0348 3.9537 -0.4026 0.2156 -0.2894 0.0881
H -3.7007 2.8243 -2.4441 0.0304 0.6697 -0.1738 0.0827
H -0.9009 -7.2444 0.7013 0.0260 -0.8030 0.3138 0.0736
H 0.8608 6.7706 -2.0268 -0.4466 0.0590 -0.0020 0.0826
H -2.7144 -2.8266 -3.8375 -0.2087 0.1648 -0.5117 0.0793
H -0.4912 -2.8327 -3.5117 0.8792 0.5469 -0.0274 0.1086
C -2.3869 -5.6864 0.9490 0.1924 1.0674 -0.9618 -0.4173
C -4.3135 -1.7298 1.9533 -0.2279 0.4928 -0.6909 -0.5302
O -3.2164 -2.4690 2.4337 0.6325 -0.3046 -0.4027 -0.0736
H 0.9557 -1.2079 -3.1416 0.2292 0.4561 0.1856 0.1085
O 1.3588 1.9933 4.2323 -0.8114 0.0917 0.4330 -0.0637
H 4.3148 1.3939 0.9905 0.7093 -0.2327 0.3680 0.0540
H 0.5649 -0.7903 -5.3368 -0.3414 0.1894 -0.1529 0.0674
C 0.4989 6.1522 -0.0053 -0.9712 -0.9364 -1.7314 -0.5353
```
Forces are in eV/Å.

Output
SMILES	CC(C)O.CC(C)O.CC(C)O.CC(C)O.CC(C)O.CC(C)O.CC(C)O.CC(C)O.CC(C)O.CC(C)O
energy relative to the best compared isomer or geometry (same formula, charge and spin)	2.383	eV

No. 2
# C25H42Br8N3O6

A cluster of 5 separate species, C25H42Br8N3O6 in total at a distorted geometry (ωB97M-V/def2-TZVPD, the OMol25 dataset).

```
84
Properties=species:S:1:pos:R:3:forces:R:3:lowdin_charge:R:1
H -4.1581 4.7448 -1.8244 -0.0025 -0.0805 -0.0864 0.0383
O -3.4624 2.4527 -1.8778 -0.5434 0.7455 0.1084 -0.0130
Br 8.6598 1.6322 0.9696 0.0783 0.0036 -0.0109 0.6059
C -3.1134 -5.4270 3.0049 0.0571 0.1040 -0.6457 -0.0596
H -5.6131 5.0012 -2.8047 -0.0075 -0.0070 -0.0293 0.0526
C -2.8072 1.5467 2.2087 0.2374 -0.1245 0.2438 -0.2372
H 3.5890 2.1412 -2.5117 -0.0183 0.0075 0.0094 0.0415
H -2.9612 6.4281 -3.3741 -0.0024 0.0159 0.0215 0.0475
H -3.2464 -4.0777 -0.5358 -0.0732 -0.0209 -0.1334 0.1221
C -2.9421 0.7429 -0.2426 0.2011 0.4945 -0.9123 -0.3471
Br 3.1056 0.6163 -0.6242 0.0774 0.0578 -0.0995 0.7009
N -3.7762 2.3433 2.3932 0.0576 0.0997 0.0350 0.0914
H -4.6445 1.7212 0.1586 0.0750 0.2448 -0.4396 0.1079
C -3.3169 -6.2332 1.8835 -0.0411 0.1635 0.2397 -0.1661
C -2.6232 1.6275 -1.5040 0.5926 -0.4218 -0.1681 -0.6814
C -3.2160 -4.4601 0.4730 -0.0219 0.1922 0.1522 -0.0641
H 1.6873 1.8171 -3.9797 0.0594 0.0194 0.0032 0.0613
C 0.7658 -1.5164 1.1325 -0.2092 -0.3876 0.2452 -0.1797
H 5.2521 3.3274 0.5346 0.0015 -0.0033 0.0343 0.0592
C -2.4542 -0.6613 -0.6376 -0.3991 0.1398 -0.2261 -0.0768
C -3.7764 5.7692 -3.6515 -0.0214 -0.1297 -0.1494 -0.6852
H 11.2260 -1.0682 -2.8441 -0.0067 0.0230 -0.0348 0.0468
H -5.9132 0.5270 -1.0433 -0.0861 0.0946 0.0211 0.0850
H -6.7266 -0.7353 3.0802 0.0115 0.0180 0.2894 0.0642
H 3.6690 -3.3231 1.5968 0.0058 -0.1549 0.0218 0.0609
H -0.6978 -2.7938 0.2229 -0.2653 -0.2673 -0.0316 0.1320
C -2.8451 -2.0390 1.3022 0.1191 -0.8283 -0.0425 -0.5588
Br 6.6553 3.4889 -1.4916 -0.0031 -0.1041 -0.0112 0.6012
H -5.3236 -2.0104 1.0813 0.2238 0.0201 -0.2195 0.1266
C 1.6848 1.2984 -3.0237 -0.2029 -0.0010 0.0401 -0.6932
H -4.0648 2.2695 3.3669 -0.1370 0.1579 0.0286 0.0367
Br 8.8197 -0.4792 -4.4320 -0.0356 -0.0189 0.0451 0.6023
N -4.3522 0.7568 0.0474 -0.1624 -0.7475 1.1117 -0.0184
C -3.0096 -3.5552 1.5131 -0.0021 -0.2445 0.2482 -0.1047
C -5.8888 -0.4448 2.4510 -0.1845 -0.2370 -0.5685 -0.0605
C 3.0876 1.1752 -2.4948 0.0354 0.1965 0.0469 -0.6638
H -3.0868 -5.8831 3.9819 0.0419 0.0456 0.1460 0.0931
C -2.1170 1.4064 0.8910 -0.3683 0.1970 -0.0373 -0.0759
H -1.1871 0.8621 0.9852 0.1014 -0.1306 0.1575 0.0934
H 8.4938 0.0663 -2.0271 0.0127 -0.0071 0.0443 0.0300
N -3.3818 -5.7796 0.6334 0.2111 0.2456 0.3433 0.0650
C -2.9461 -4.0615 2.8109 -0.1664 -0.3563 -0.1333 -0.0103
C 10.4580 -0.8504 -2.1096 -0.0704 -0.0715 0.1991 -0.7029
H -3.3797 4.8538 -4.0835 -0.0292 -0.0498 0.0632 0.0622
H 7.6876 3.9029 1.2357 -0.0217 0.0229 -0.0321 0.0479
H 1.0115 1.8091 -2.3389 -0.0930 -0.0136 -0.0223 0.0403
C 1.9575 -2.0050 1.9755 0.4399 0.6177 -0.4479 -0.2447
Br 9.7373 -2.5618 -1.5261 0.0431 0.0209 -0.0606 0.5978
C -5.0523 -1.6666 2.0755 -0.6064 0.2187 0.4656 -0.2242
H -5.2925 -2.4645 2.7833 0.1708 -0.2437 -0.0065 0.1097
Br -4.7416 6.6600 -5.0997 0.0354 0.0656 0.0174 0.5553
Br 0.8822 -0.4247 -3.3642 0.0541 -0.2145 0.0052 0.6439
O -3.6746 -1.3551 2.1845 0.2099 0.2453 -0.1040 -0.0351
H 5.8547 1.7286 0.0729 -0.0171 -0.0192 0.0257 0.0083
H -1.3774 -0.7361 -0.5391 0.0960 0.0990 0.1580 0.1087
C 9.3833 0.0555 -2.6478 0.0086 0.0713 -0.1937 -0.7201
C -4.6693 5.4349 -2.4952 0.1390 -0.0621 0.2992 -0.6921
H 0.4910 -0.5150 1.4474 -0.1758 0.1174 0.0340 0.0986
H -5.2712 0.3125 2.9172 -0.0336 0.0045 0.1952 0.0500
H 10.9139 -0.4119 -1.2247 -0.0276 0.0400 -0.0012 0.0504
H -0.2785 -3.2249 1.9063 -0.2782 -0.2741 0.0409 0.1172
H -2.6535 -0.7527 -1.6972 -0.1801 -0.3524 -0.0875 0.1333
Br -5.0999 7.0127 -1.4243 -0.0574 0.0143 -0.0695 0.5609
H -3.4333 -7.3006 2.0256 -0.0588 -0.1035 -0.1130 0.0931
C 7.2296 2.9197 1.2568 0.0038 -0.1218 0.0616 -0.6901
H 3.6833 0.4491 -3.0378 -0.0187 -0.0417 -0.0010 0.0492
H 2.3308 -1.1412 2.5232 -0.0174 -0.0084 0.3343 0.0937
O -5.0196 0.1818 -1.0847 0.0217 -0.0253 -0.3091 -0.0400
C 3.1355 -2.5020 1.1228 0.0763 -0.1387 0.1834 -0.1334
H 1.0706 -1.4336 0.0917 0.0259 0.0754 -0.0725 0.0620
O -1.5703 -1.6166 1.6894 -0.1246 -0.0480 0.2762 -0.0305
H 1.6698 -2.7403 2.7221 -0.1940 -0.1516 -0.0164 0.0951
H -6.3082 -0.0099 1.5490 0.0582 0.2181 -0.0073 0.0556
H 9.7583 1.0706 -2.7554 0.0280 -0.0015 0.0412 0.0564
C 6.1333 2.7633 0.2390 -0.0123 0.1737 -0.1004 -0.7097
O -3.1083 -1.7879 -0.0316 0.2035 0.1159 0.1987 -0.0143
H 6.8514 2.7164 2.2558 -0.0297 -0.0324 -0.0141 0.0593
H 3.8678 -1.7126 0.9714 0.0179 0.0811 -0.0675 0.0203
H -1.8508 2.4113 0.5675 -0.0710 0.1535 -0.0330 0.1255
O -1.4965 1.3932 -1.9948 0.4821 0.1502 -0.1229 -0.0695
H -2.7849 -3.4092 3.6581 0.0060 0.1886 -0.0442 0.1295
H -2.4120 0.9555 3.0357 0.0265 -0.2128 0.0017 0.1091
H 2.8143 -2.8133 0.1324 -0.0580 -0.1920 -0.0739 0.0684
C -0.4908 -2.4086 1.2182 0.7885 0.6704 -0.2576 -0.1650
```
Forces are in eV/Å.

Output
total charge	-1

no.,HOMO (eV),LUMO (Ha)
1,-9.294,0.015
2,-4.621,0.060